Model w:
Formula: C5H9N
Source: OMol25
Level of theory: wB97M-V/def2-TZVPD

Properties
Molar mass (g/mol): 83.1
Net charge: 0
E_HOMO (eV): -7.5
Kohn-Sham gap (eV): 7.54

Each line ends with the natural charge from an NBO analysis.
Cartesian coordinates (Å):
C 0.2728 -0.8575 -1.4770  -0.647
N -1.8705 0.7895 -0.9877  -0.704
C -1.0877 0.3610 0.1387  -0.246
C 0.0872 -0.3082 -0.1004  -0.028
C 1.2533 -0.1180 0.7494  -0.209
C 1.3531 0.5830 1.8755  -0.382
H -0.5339 -1.5444 -1.7557  0.225
H 0.2207 -0.0493 -2.2236  0.236
H 1.2383 -1.3683 -1.5934  0.210
H -1.9577 -0.3595 -0.2462  0.421
H -2.8120 1.0034 -0.6453  0.330
H -1.1218 0.8605 1.1061  0.203
H 2.1455 -0.5886 0.3594  0.202
H 0.5089 1.0098 2.4134  0.187
H 2.3038 0.5866 2.3867  0.201


Model x:
Formula: C5H9N
Source: OMol25
Level of theory: wB97M-V/def2-TZVPD

Properties
Molar mass (g/mol): 83.1
Net charge: 0
E_HOMO (alpha / beta) (eV): -8.1 / -8.8
Kohn-Sham gap (alpha / beta) (eV): 7.23 / 9.00

Each line ends with the natural charge from an NBO analysis.
Cartesian coordinates (Å):
C 2.2712 0.5380 -0.1223  -0.605
C 1.2337 -0.3972 -0.7320  -0.520
C -0.1682 -0.1586 -0.3238  -0.133
C -2.5016 -0.4242 1.1306  -0.539
C -2.5692 0.4004 0.0449  0.208
N -2.2550 1.0077 -0.9263  -0.354
H 2.2949 0.4464 0.9688  0.207
H 3.2694 0.3015 -0.5017  0.215
H 2.0534 1.5818 -0.3699  0.212
H 1.4712 -1.4507 -0.5118  0.230
H 1.2517 -0.3415 -1.8319  0.235
H -0.3987 0.6186 0.3808  0.194
H -0.9154 -0.8307 -0.6973  0.195
H -2.4058 0.0061 2.1223  0.228
H -2.9142 -1.4261 1.0666  0.228


Which of them is the most stable, and which is the least stable? model x and model w, in that order.


Model w:
Formula: C5H11NO
Source: OMol25
Level of theory: wB97M-V/def2-TZVPD

Properties
Molar mass (g/mol): 101.1
Net charge: 0
E_HOMO (eV): -9.8
SMILES: CCCCC(N)=O
Kohn-Sham gap (eV): 10.74

Each line ends with the natural charge from an NBO analysis.
Cartesian coordinates (Å):
C -0.7749 1.7053 -0.1233  -0.614
C 0.2630 0.9866 -0.9961  -0.397
C -0.0419 -0.4884 -1.2963  -0.381
C 0.4301 -1.4860 -0.2252  -0.496
C -0.2084 -1.2143 1.1119  0.680
N 0.5804 -0.5555 2.0175  -0.836
O -1.3345 -1.5555 1.4013  -0.612
H -0.5759 1.5504 0.9373  0.207
H -1.7532 1.3378 -0.4352  0.210
H -0.6934 2.7793 -0.3024  0.210
H 0.3176 1.4695 -1.9780  0.206
H 1.2722 1.0442 -0.5576  0.183
H -1.1072 -0.5588 -1.3123  0.207
H 0.3953 -0.7716 -2.2476  0.208
H 0.1888 -2.5079 -0.5055  0.236
H 1.5044 -1.4005 -0.1678  0.198
H 0.0818 -0.2368 2.8365  0.396
H 1.4558 -0.0978 1.8429  0.394


Model x:
Formula: C5H11NO
Source: OMol25
Level of theory: wB97M-V/def2-TZVPD

Properties
Molar mass (g/mol): 101.1
Net charge: 0
E_HOMO (eV): -9.7
SMILES: CC[C@@H](C)NC=O
Kohn-Sham gap (eV): 10.63

Each line ends with the natural charge from an NBO analysis.
Cartesian coordinates (Å):
C -1.8837 0.1588 -1.2767  -0.605
C -1.1522 -0.3383 -0.0325  -0.401
C 0.3020 0.1493 0.0724  -0.072
C 0.4153 1.5509 0.6798  -0.613
N 1.0985 -0.8144 0.8234  -0.615
C 2.1832 -1.4262 0.2809  0.529
O 2.6630 -1.1674 -0.8063  -0.618
H -1.8046 1.2453 -1.3939  0.204
H -1.4684 -0.3074 -2.1769  0.210
H -2.9474 -0.0963 -1.2293  0.213
H -1.6980 -0.0312 0.8711  0.193
H -1.1503 -1.4346 -0.0409  0.208
H 0.7605 0.1554 -0.9220  0.232
H 0.0696 2.3171 -0.0224  0.215
H -0.1880 1.6359 1.5926  0.199
H 1.4556 1.7726 0.9357  0.222
H 0.7408 -1.1647 1.6999  0.392
H 2.6042 -2.2045 0.9452  0.109


Which of them is the most stable, and which is the least stable? model w and model x, in that order.


Model w:
Formula: C5H11NO
Source: OMol25
Level of theory: wB97M-V/def2-TZVPD

Properties
Molar mass (g/mol): 101.1
Net charge: 0
E_HOMO (eV): -8.9
Kohn-Sham gap (eV): 9.15

Each line ends with the natural charge from an NBO analysis.
Cartesian coordinates (Å):
C 1.5639 -1.7157 0.8692  -0.454
C 0.6210 -0.3469 -0.8816  -0.295
N 1.5512 -0.4439 0.1965  -0.085
H 1.9547 -1.5927 1.8831  0.230
H 2.2867 -2.3524 0.3379  0.229
H 0.5998 -2.2359 0.9046  0.176
H 1.0519 0.1579 -1.7487  0.199
H 0.1130 -1.2700 -1.1783  0.183
C -1.6040 -0.0594 0.3721  -0.636
C -0.6001 2.0093 -0.6870  -0.636
C -0.3144 0.6680 -0.0255  0.275
O 0.5709 0.8073 1.0442  -0.460
H -1.2259 1.8923 -1.5771  0.210
H -2.1684 0.5874 1.0499  0.213
H -2.2239 -0.2770 -0.5019  0.208
H -1.3848 -0.9893 0.8987  0.208
H 0.3325 2.5002 -0.9746  0.220
H -1.1241 2.6608 0.0185  0.217


Model x:
Formula: C5H11NO
Source: OMol25
Level of theory: wB97M-V/def2-TZVPD

Properties
Molar mass (g/mol): 101.1
Net charge: 0
E_HOMO (eV): -8.5
Kohn-Sham gap (eV): 9.34

Each line ends with the natural charge from an NBO analysis.
Cartesian coordinates (Å):
C 1.5947 0.9437 0.3782  -0.652
C 0.4155 0.4665 -0.4059  0.004
C 0.5095 -1.0621 -1.6229  -0.631
N -0.7686 0.1929 0.3108  -0.434
C -0.7579 -0.3811 1.6286  -0.401
C -1.8889 0.3657 -0.2825  0.525
O -1.9215 0.7733 -1.4057  -0.627
H 1.9331 0.2048 1.0980  0.207
H 2.4299 1.1515 -0.3001  0.231
H 1.3784 1.8530 0.9242  0.227
H 0.1803 1.0492 -1.2812  0.251
H -0.2716 -1.5196 -2.2271  0.223
H 1.3054 -0.7156 -2.2273  0.190
H 0.8642 -1.7452 -0.8471  0.183
H -0.2797 -1.3360 1.6290  0.194
H -0.2428 0.2602 2.3073  0.196
H -1.7711 -0.5232 1.9880  0.212
H -2.7089 0.0221 0.3359  0.100


Model y:
Formula: C5H11NO
Source: OMol25
Level of theory: wB97M-V/def2-TZVPD

Properties
Molar mass (g/mol): 101.1
Net charge: 0
E_HOMO (eV): -9.2
SMILES: CCC[C@@H](N)C=O
Kohn-Sham gap (eV): 10.14

Each line ends with the natural charge from an NBO analysis.
Cartesian coordinates (Å):
O -2.5137 -1.0256 0.2186  -0.521
C -1.9638 0.0720 0.1391  0.418
C -0.4606 0.1189 0.4217  -0.147
C 0.2897 0.1261 -0.9333  -0.411
C 1.7917 0.3742 -0.6579  -0.406
C 2.4876 -1.0094 -0.4716  -0.602
N -0.2605 1.2326 1.3222  -0.878
H -2.5466 0.9433 -0.3651  0.128
H -0.2323 -0.7938 1.0175  0.200
H 0.0836 -0.9698 -1.3192  0.227
H -0.1412 0.9169 -1.6443  0.216
H 2.0718 1.0368 0.2478  0.194
H 2.3140 0.8763 -1.4683  0.210
H 3.5837 -0.9415 -0.5870  0.208
H 2.1844 -1.6726 -1.2051  0.200
H 2.2722 -1.4262 0.5212  0.206
H -1.1224 1.7581 1.6256  0.382
H 0.5983 1.7584 1.1850  0.376


Model z:
Formula: C5H11NO
Source: OMol25
Level of theory: wB97M-V/def2-TZVPD

Properties
Molar mass (g/mol): 101.1
Net charge: 0
E_HOMO (eV): -7.8
SMILES: C=CC(=C)NC.O
Kohn-Sham gap (eV): 8.49

Each line ends with the natural charge from an NBO analysis.
Cartesian coordinates (Å):
C 1.2991 0.3969 -1.9528  -0.416
N 0.5838 -0.5564 -1.0588  -0.605
C 1.0462 -1.1952 0.0695  0.155
C 2.3477 -1.1617 0.4183  -0.546
C -1.0442 -1.6570 1.3793  -0.387
C 0.0790 -2.1430 0.8104  -0.185
H 1.2165 1.4360 -1.6664  0.191
H 2.3546 0.1666 -1.7382  0.214
H 0.8795 0.2295 -3.0481  0.208
H -0.4021 -0.3098 -0.9989  0.373
H 3.0413 -0.4246 0.0552  0.189
H 2.8526 -1.7706 1.2441  0.209
H -1.4946 -0.7098 1.4082  0.196
H -1.7689 -2.3578 1.7977  0.190
H 0.2713 -3.1724 0.7778  0.215
H -4.4044 4.6213 0.3723  0.468
H -3.4622 4.1213 1.4913  0.463
O -3.3952 4.4869 0.6391  -0.931


Which of them is the most stable, and which is the least stable? model y and model w, in that order.


Model w:
Formula: C3H11N3
Source: OMol25
Level of theory: wB97M-V/def2-TZVPD

Properties
Molar mass (g/mol): 89.1
Net charge: 0
E_HOMO (eV): -9.2
SMILES: [H]/N=C/N.CNC
Kohn-Sham gap (eV): 10.17

Each line ends with the natural charge from an NBO analysis.
Cartesian coordinates (Å):
C -0.6936 -1.6315 -1.6368  -0.437
N -1.4304 -0.5667 -0.9716  -0.620
C -1.2849 0.6643 -1.7529  -0.427
H 0.3864 -1.4167 -1.7015  0.192
H -0.9826 -1.8200 -2.6753  0.172
H -0.6499 -2.5719 -1.0882  0.206
H -2.4152 -0.7919 -1.0559  0.357
H -1.7729 0.6500 -2.7454  0.169
H -1.6556 1.5433 -1.2365  0.205
H -0.2457 0.8250 -2.0386  0.192
N 0.1681 0.0144 1.5292  -0.887
C 1.2101 0.9539 1.5318  0.280
N 2.3944 0.7358 1.9363  -0.655
H 0.0415 -0.4263 0.6280  0.412
H 0.1807 -0.5082 2.3927  0.383
H 0.9639 1.8838 1.0030  0.126
H 2.9372 1.5649 1.6992  0.331


Model x:
Formula: C3H11N3
Source: OMol25
Level of theory: wB97M-V/def2-TZVPD

Properties
Molar mass (g/mol): 89.1
Net charge: 0
E_HOMO (eV): -9.0
SMILES: [H]/N=C/N.CCN
Kohn-Sham gap (eV): 9.94

Each line ends with the natural charge from an NBO analysis.
Cartesian coordinates (Å):
C -0.3250 1.3290 -1.5103  -0.607
C -1.6907 0.7869 -1.1786  -0.201
N -2.5684 1.7967 -0.6232  -0.869
H 0.1811 1.7866 -0.5886  0.192
H 0.2766 0.5388 -1.7271  0.207
H -0.3578 2.0509 -2.2186  0.204
H -2.0770 0.4208 -2.1420  0.165
H -1.7301 -0.0612 -0.3374  0.178
H -2.9962 2.4108 -1.3587  0.362
H -3.2580 1.3689 0.0453  0.371
N 1.8915 -0.8358 1.0878  -0.814
C 2.2898 -1.9848 1.8457  0.298
N 1.6956 -3.1297 1.8872  -0.748
H 2.1856 -0.0978 1.7123  0.368
H 0.9246 -0.6732 0.7310  0.400
H 3.1100 -1.8684 2.5309  0.144
H 2.4483 -3.8385 1.8443  0.353


Model y:
Formula: C3H11N3
Source: OMol25
Level of theory: wB97M-V/def2-TZVPD

Properties
Molar mass (g/mol): 89.1
Net charge: 0
E_HOMO (eV): -8.7
SMILES: NCCNCN
Kohn-Sham gap (eV): 9.82

Each line ends with the natural charge from an NBO analysis.
Cartesian coordinates (Å):
C -0.0251 0.0989 0.6821  -0.241
N 0.5602 -0.0313 -0.6405  -0.646
C 0.1171 -1.1405 -1.4153  -0.045
N 0.5178 -2.4884 -0.9565  -0.868
C 0.0997 1.4486 1.5466  -0.221
N -0.6224 2.3895 0.5779  -0.844
H -1.0768 -0.2475 0.7219  0.168
H 0.3788 -0.7349 1.4283  0.192
H 0.4579 0.8145 -1.2340  0.384
H -0.9938 -1.2127 -1.5094  0.119
H 0.1772 -1.0774 -2.4290  0.177
H 0.5072 -3.2065 -1.7149  0.370
H 1.4401 -2.3517 -0.5084  0.365
H 1.1329 1.6933 1.8665  0.196
H -0.4143 1.1346 2.4934  0.178
H -1.1158 1.7702 0.0662  0.348
H -1.1407 3.1413 1.0250  0.367


Which of them is the most stable, and which is the least stable? model w and model y, in that order.